The following is a DFT calculation (wB97M-V/def2-TZVPD) of C33H31IrN6O4 as an isolated structure in a non-equilibrium geometry.

Geometry (Å):
Ir  0.00117  0.01571  -0.63531
C  1.89654  1.61178  -2.75423
O  1.00328  1.66478  -1.60735
C  0.66370  2.89444  -1.08272
C  1.37074  4.05389  -1.29378
C  0.86430  5.23969  -0.76576
C  -0.34138  5.26828  -0.05426
C  -1.05406  4.11254  0.14944
C  -0.54251  2.89748  -0.34728
N  -1.16010  1.68446  -0.25864
N  -2.42879  1.67641  0.10578
C  -3.21822  0.79153  -0.43910
C  -2.79445  -0.09294  -1.59151
O  -1.59161  -0.22698  -1.96938
C  -3.80535  -0.78722  -2.29646
C  -5.10112  -0.73248  -1.89128
C  -5.54695  0.02750  -0.75576
C  -6.89188  0.04019  -0.40154
C  -7.32197  0.79940  0.68000
C  -6.40581  1.54775  1.40403
C  -5.05945  1.54732  1.05767
C  -4.61665  0.78702  -0.01995
H  1.62737  2.40605  -3.44638
H  1.73680  0.64592  -3.22145
H  2.92708  1.71326  -2.42007
H  2.29077  4.06073  -1.86073
H  1.41551  6.15767  -0.91909
H  -0.71102  6.20686  0.33390
H  -1.98638  4.10894  0.69566
H  -3.50347  -1.37470  -3.15274
H  -5.84555  -1.30081  -2.43809
H  -7.60157  -0.53962  -0.97801
H  -8.36869  0.81127  0.95067
H  -6.74007  2.14356  2.24240
H  -4.35744  2.14144  1.62573
O  5.62047  0.16953  3.28089
C  4.48231  0.85998  3.72073
C  3.39838  0.67576  2.69940
C  2.14731  1.26895  2.86119
C  1.17707  1.08211  1.90368
N  1.39993  0.33878  0.80620
C  2.59671  -0.26328  0.64709
C  3.61203  -0.10666  1.57013
C  2.67084  -1.13517  -0.53799
C  3.80841  -1.78875  -0.96208
C  3.75508  -2.61469  -2.08272
C  4.98707  -3.33429  -2.55001
O  6.10222  -2.65274  -2.03388
C  2.53419  -2.75261  -2.73661
C  1.43468  -2.06514  -2.26911
N  1.50015  -1.26073  -1.19816
H  6.34681  0.29536  3.90119
H  4.66540  1.93462  3.83952
H  4.11458  0.48347  4.68334
H  1.92574  1.87988  3.72681
H  0.20080  1.53844  1.98981
H  4.56888  -0.58956  1.43819
H  4.75061  -1.65626  -0.45058
H  4.98835  -3.37958  -3.64346
H  4.93156  -4.36564  -2.17737
H  6.91397  -3.09841  -2.30004
H  2.43391  -3.38023  -3.61238
H  0.47348  -2.12760  -2.76388
C  -1.45651  -3.66655  3.17908
N  -1.33004  -3.01309  1.87217
C  -1.80323  -3.50574  0.68370
C  -1.47888  -2.59961  -0.27400
N  -0.80519  -1.55854  0.33326
C  -0.73690  -1.84306  1.63001
H  -0.98730  -4.64613  3.14087
H  -2.50801  -3.76847  3.43455
H  -0.95968  -3.05622  3.92763
H  -2.32296  -4.44621  0.61939
H  -1.68144  -2.61711  -1.32950
H  -0.27357  -1.23590  2.38852

Cartesian forces (eV/Å) of the 3 atoms listed first:
Ir 0.5959 1.6296 -0.0156
C 0.0416 -0.0034 -0.0530
O -0.1838 -0.2207 -0.0061

Output
LUMO level (spin up / spin down) in eV: -9.4 / -10.6
Charge: +3
Expectation value of S²: 0.8126
E_tot in eV: -54670.0883
2S+1: 2
ΔE to the lowest compared entry with this formula, charge and spin in kcal/mol: 7.4
HOMO level (spin up / spin down) in eV: -16.0 / -16.4

These are the Löwdin partial charges, in e, on atoms 1 to 4:
1 Ir 1.48
2 C 0.03
3 O -0.24
4 C -0.20